Record 1
{"formula": "C6H7NO2", "method": "wB97M-V/def2-TZVPD", "species": ["C", "C", "O", "N", "C", "C", "C", "C", "O", "H", "H", "H", "H", "H", "H", "H"], "xyz": [[3.0042, -0.1260, 0.0938], [1.6606, 0.4460, -0.1485], [1.3300, 1.5185, -0.5720], [0.6180, -0.4875, 0.3606], [-0.6987, -0.1630, 0.1728], [-1.7974, -0.9367, -0.3543], [-2.9590, -0.1144, -0.2663], [-2.5389, 1.1284, 0.1546], [-1.2106, 1.1087, 0.4358], [3.2212, -0.4442, 1.1978], [3.7565, 0.8403, -0.3085], [3.2372, -1.0507, -0.4752], [0.9895, -1.4675, 0.3343], [-1.8155, -1.7987, -0.5739], [-3.7954, -0.4356, -0.5995], [-3.0016, 1.9826, 0.5483]], "relative_energy_ev": 2.968, "lumo_ev": 0.64, "charge": 0, "smiles": "CC(=O)Nc1ccco1", "orbital_gap_ev": 8.4}

---

Record 2
{"formula": "C45H31N4O5P2RuS3", "method": "wB97M-V/def2-TZVPD", "species": ["Ru", "O", "S", "C", "C", "C", "C", "C", "C", "P", "C", "C", "C", "C", "C", "C", "C", "C", "C", "C", "C", "C", "C", "C", "C", "C", "C", "C", "P", "C", "C", "C", "C", "C", "C", "C", "C", "C", "C", "C", "C", "H", "H", "H", "H", "H", "H", "H", "H", "H", "H", "H", "H", "H", "H", "H", "H", "H", "H", "H", "H", "H", "H", "H", "H", "H", "H", "H", "H", "O", "C", "O", "C", "C", "N", "N", "C", "C", "O", "O", "H", "H", "H", "S", "C", "C", "N", "C", "S", "C", "N"], "xyz": [[0.4017, 1.3438, 0.2129], [-1.0720, 3.6942, -1.5010], [-0.8425, 2.2583, -1.4506], [-2.4733, 1.5075, -1.4528], [-3.3989, 1.8765, -2.4123], [-4.6837, 1.3675, -2.3384], [-5.0352, 0.5293, -1.2861], [-4.1080, 0.1860, -0.3186], [-2.8010, 0.6728, -0.3909], [-1.4958, 0.1445, 0.7604], [-2.4039, 0.1158, 2.3392], [-2.8964, -1.0897, 2.8370], [-3.5593, -1.1186, 4.0548], [-3.7214, 0.0488, 4.7884], [-3.2256, 1.2510, 4.3013], [-2.5694, 1.2866, 3.0800], [0.5470, -0.5219, 2.4324], [1.7045, 1.6392, 3.0573], [3.0222, 1.4387, 3.0179], [3.1241, -1.1454, 2.5849], [2.2571, -2.0638, 1.7592], [0.9688, -1.7455, 1.7005], [-0.1914, 1.8036, -3.0599], [-0.2866, 2.7289, -4.0837], [0.2926, 2.4417, -5.3091], [0.9732, 1.2462, -5.4863], [1.0752, 0.3306, -4.4491], [0.4894, 0.5976, -3.2151], [0.5387, -0.5753, -1.8092], [-1.0314, -1.4804, -2.1041], [-1.9992, -1.1102, -3.0317], [-3.1607, -1.8571, -3.1655], [-3.3646, -2.9848, -2.3860], [-2.3973, -3.3730, -1.4703], [-1.2416, -2.6235, -1.3296], [1.7227, -1.8473, -2.4028], [1.3093, -2.8534, -3.2814], [2.2162, -3.7930, -3.7420], [3.5421, -3.7496, -3.3335], [3.9591, -2.7527, -2.4672], [3.0578, -1.8048, -2.0043], [-3.1119, 2.5606, -3.2011], [-5.4130, 1.6354, -3.0905], [-6.0446, 0.1443, -1.2230], [-4.3875, -0.4649, 0.5002], [-2.7610, -2.0013, 2.2657], [-3.9506, -2.0523, 4.4370], [-4.2329, 0.0227, 5.7413], [-3.3526, 2.1651, 4.8663], [-2.1875, 2.2209, 2.6946], [1.0053, 2.3022, 3.5394], [3.8946, 1.9104, 3.4340], [4.1844, -1.3572, 2.4732], [2.6707, -2.9585, 1.3113], [0.2180, -2.3758, 1.2434], [-0.7910, 3.6683, -3.8979], [0.2247, 3.1574, -6.1166], [1.4371, 1.0245, -6.4381], [1.6213, -0.5905, -4.5946], [-1.8488, -0.2487, -3.6669], [-3.9048, -1.5565, -3.8914], [-4.2688, -3.5679, -2.5000], [-2.5384, -4.2644, -0.8729], [-0.4681, -2.9429, -0.6425], [0.2835, -2.8981, -3.6196], [1.8848, -4.5602, -4.4296], [4.2452, -4.4872, -3.6970], [4.9910, -2.7006, -2.1474], [3.4003, -1.0230, -1.3460], [3.6284, -2.2646, 6.1577], [3.8083, -2.0832, 4.8289], [4.8173, -2.4949, 4.3228], [2.7463, -1.4032, 4.0472], [1.5067, -1.1962, 4.5374], [0.4191, -0.7577, 3.8354], [1.3710, 0.6005, 2.1066], [2.8628, 0.2752, 2.0781], [3.4283, 0.3874, 0.6342], [4.6305, 0.2948, 0.4881], [2.5356, 0.5076, -0.2754], [2.8279, -1.8536, 6.4949], [1.2640, -1.4380, 5.5669], [-0.3950, -0.4223, 4.3252], [2.0077, 3.0663, -0.5327], [1.6652, 4.5507, 0.2481], [2.5582, 5.6207, -0.0455], [3.2960, 6.4661, -0.3010], [0.6418, 4.7531, 1.1156], [-0.5013, 3.5610, 1.5639], [0.4911, 6.0230, 1.7413], [0.3480, 7.0264, 2.2867]], "multiplicity": 2, "relative_energy_ev": 3.482, "lumo_ev": [-2.52, -2.47], "charge": 0, "orbital_gap_ev": [4.9, 5.0]}

---

So what do the calculations give for E? Going down the list: -437.95870; -4300.63560 hartree.
So what do the calculations give for F_max? Going down the list: 0.276; 0.047 Eh/bohr.